Formula: C5H11NO2
Source: the OMol25 dataset
Level of theory: ωB97M-V with the def2-TZVPD basis set

- HOMO level: -8.936 eV
- Frontier orbital gap: 9.8686 eV
- LUMO energy: 0.0343 hartree

Structure (ORCA input):
```
! RIJCOSX wB97M-V def2-TZVPD def2/J DEFGRID3
* xyz 0 1
H 1.821 2.166 -0.345
C -0.117 0.118 0.307
H 0.276 0.837 1.019
H 0.677 -3.024 0.557
H 0.267 0.132 -2.046
H 1.799 -0.171 -1.252
H -1.785 -0.133 -1.068
C 0.405 -1.193 0.418
C 1.180 1.895 -1.187
O -1.213 -1.495 2.311
H 0.267 2.493 -1.133
H 1.687 2.173 -2.117
H -1.880 1.307 -0.006
N 0.718 -2.258 -0.127
O 0.212 -1.216 2.195
H -1.397 -1.989 3.125
C 0.877 0.408 -1.184
C -1.575 0.260 -0.070
H -2.220 -0.308 0.602
*
```

=====

Formula: C5H11NO2
Source: the OMol25 dataset
Level of theory: ωB97M-V with the def2-TZVPD basis set

- HOMO level: -9.647 eV
- Frontier orbital gap: 10.4065 eV
- LUMO energy: 0.0279 hartree
- Structure (SMILES): CO[C@@H](C)CC#N.O

Structure (ORCA input):
```
! RIJCOSX wB97M-V def2-TZVPD def2/J DEFGRID3
* xyz 0 1
H -1.748 1.730 1.170
C 1.939 0.234 0.161
H 0.930 -1.215 -0.975
H 1.296 -1.684 0.699
C -1.915 1.406 0.128
H -0.430 -0.100 1.533
H 3.234 1.683 -0.732
H -2.432 -1.323 0.733
C 0.950 -0.855 0.065
H -1.996 2.292 -0.512
O -0.830 0.645 -0.341
H 2.963 0.457 -2.133
C -0.462 -0.441 0.483
O 2.765 1.316 -1.745
H -1.091 -2.459 0.970
C -1.436 -1.608 0.367
H -2.865 0.848 0.081
N 2.655 1.005 0.728
H -1.529 -1.932 -0.680
*
```

=====

Formula: C5H11NO2
Source: the OMol25 dataset
Level of theory: ωB97M-V with the def2-TZVPD basis set

- HOMO level: -9.328 eV
- Frontier orbital gap: 9.9625 eV
- LUMO energy: 0.0233 hartree
- Structure (SMILES): CC[C@@H](C=O)NCO

Structure (ORCA input):
```
! RIJCOSX wB97M-V def2-TZVPD def2/J DEFGRID3
* xyz 0 1
H -0.423 0.814 -2.271
C -0.118 -1.538 0.196
C 1.120 -2.450 -0.005
O -1.987 -0.022 -1.471
H -0.973 -1.905 -0.350
C 0.157 -0.060 -0.303
H 1.772 -2.102 -0.817
H -0.271 -1.464 1.278
O -0.255 3.284 0.253
H 1.698 -2.556 0.911
H -1.639 1.781 0.200
H 0.878 0.841 1.403
H 1.139 0.141 -0.758
C -0.805 0.221 -1.402
H 0.646 3.285 -0.044
N 0.043 0.861 0.847
C -0.751 2.059 0.770
H 0.798 -3.477 -0.234
H -1.027 2.287 1.795
*
```

=====

Formula: C5H11NO2
Source: the OMol25 dataset
Level of theory: ωB97M-V with the def2-TZVPD basis set

- HOMO level: -8.155 eV
- Frontier orbital gap: 8.8753 eV
- LUMO energy: 0.0265 hartree

Structure (ORCA input):
```
! RIJCOSX wB97M-V def2-TZVPD def2/J DEFGRID3
* xyz 0 1
C 1.577 0.523 0.522
H 1.737 -0.025 1.442
H -2.333 1.193 0.725
H 1.462 1.593 0.614
H 0.652 1.167 -1.709
C -0.984 -1.796 0.219
O -0.317 1.438 -1.267
H -1.784 -1.631 0.939
C -0.585 0.583 -0.310
H -1.107 0.477 1.785
N -0.893 -0.686 -0.712
H -0.492 -0.914 -1.613
H -1.212 -2.703 -0.338
O 1.921 0.535 -1.809
H -0.042 -1.940 0.763
C -1.259 1.119 0.921
H -0.868 2.109 1.142
H 2.456 -1.036 -0.651
C 2.070 -0.005 -0.664
*
```

=====

Formula: C5H11NO2
Source: the OMol25 dataset
Level of theory: ωB97M-V with the def2-TZVPD basis set

- HOMO level: -9.189 eV
- Frontier orbital gap: 8.8631 eV
- LUMO energy: -0.0120 hartree
- Structure (SMILES): COC(C)=O.C=NC

Structure (ORCA input):
```
! RIJCOSX wB97M-V def2-TZVPD def2/J DEFGRID3
* xyz 0 1
C -1.793 -0.441 1.165
H 1.187 2.396 -0.570
O 0.692 0.703 0.540
C -1.126 -0.384 -1.108
C 1.511 -1.471 -0.279
H 1.375 2.512 1.197
C 0.965 -0.163 -0.793
H -2.886 -0.422 1.231
H -1.234 -1.472 -1.136
C 0.756 2.107 0.393
H -0.256 2.516 0.459
H 2.539 -1.294 0.037
H -1.392 0.072 2.037
H -1.464 -1.487 1.165
H -1.241 0.144 -2.046
N -1.446 0.294 -0.021
H 0.942 -1.828 0.574
O 1.368 0.424 -1.761
H 1.505 -2.205 -1.083
*
```

=====

Formula: C5H11NO2
Source: the OMol25 dataset
Level of theory: ωB97M-V with the def2-TZVPD basis set

- HOMO level: -8.765 eV
- Frontier orbital gap: 9.6146 eV
- LUMO energy: 0.0312 hartree
- Structure (SMILES): CN(C)[C@@H]1O[C@@]1(C)O

Structure (ORCA input):
```
! RIJCOSX wB97M-V def2-TZVPD def2/J DEFGRID3
* xyz 0 1
H -2.781 -0.678 0.066
O -0.314 1.470 -0.944
N 0.744 -0.039 0.632
H 1.455 -1.623 1.765
C 0.296 0.266 -0.703
H 2.025 -1.651 0.077
O -1.471 -0.477 -2.162
C 1.780 0.891 1.049
H -2.930 1.056 -0.276
H -2.198 -0.019 -2.610
H 1.405 1.901 0.932
H 0.341 -2.067 0.439
C -2.240 0.271 0.016
C -1.150 0.175 -1.001
C 1.170 -1.422 0.729
H 2.706 0.792 0.465
H 0.933 -0.082 -1.537
H -1.796 0.542 0.974
H 2.026 0.694 2.089
*
```

=====

Formula: C5H11NO2
Source: the OMol25 dataset
Level of theory: ωB97M-V with the def2-TZVPD basis set

- HOMO level: -9.362 eV
- Frontier orbital gap: 9.9948 eV
- LUMO energy: 0.0233 hartree
- Structure (SMILES): C=C(C)C(C)=O.NO

Structure (ORCA input):
```
! RIJCOSX wB97M-V def2-TZVPD def2/J DEFGRID3
* xyz 0 1
H 3.408 -0.432 -0.416
H 0.642 -0.637 -1.106
H -1.618 2.228 -0.646
C -0.886 1.550 -1.086
O 0.838 1.077 1.134
H 0.074 2.060 -1.006
H 2.357 0.816 -0.264
C -0.877 0.201 -0.427
C 0.189 0.096 0.872
H -2.806 -0.365 -1.087
N 2.577 -0.011 -0.829
C -1.940 -0.604 -0.483
H 0.751 -1.067 2.546
O 1.527 -0.943 -0.549
C -0.064 -1.035 1.825
H -0.076 -1.980 1.289
H -2.003 -1.536 0.057
H -1.074 1.475 -2.157
H -1.017 -0.893 2.332
*
```

=====

Formula: C5H11NO2
Source: the OMol25 dataset
Level of theory: ωB97M-V with the def2-TZVPD basis set

- HOMO level: -8.012 eV
- Frontier orbital gap: 4.2599 eV
- LUMO energy: -0.1379 hartree

Structure (ORCA input):
```
! RIJCOSX wB97M-V def2-TZVPD def2/J DEFGRID3
* xyz 0 1
C 0.293 0.290 1.630
H -0.575 0.393 -2.334
O 0.890 1.298 1.251
H -1.654 -0.615 1.565
H 1.218 0.379 3.512
H 0.797 -1.768 -0.936
H -0.996 1.324 -0.403
C 0.764 -0.391 2.897
H 1.472 -1.176 2.630
C -1.176 0.228 -0.378
O 0.032 1.467 -3.159
N -0.591 -0.384 -1.572
C -0.842 -0.239 0.956
H -0.054 -0.804 3.484
H -0.659 1.564 -3.824
H 1.396 -0.066 -0.855
H 1.132 -0.840 -2.457
H -2.249 0.123 -0.583
C 0.803 -0.781 -1.424
*
```

=====

Formula: C5H11NO2
Source: the OMol25 dataset
Level of theory: ωB97M-V with the def2-TZVPD basis set

- HOMO level: -9.772 eV
- Frontier orbital gap: 10.6499 eV
- LUMO energy: 0.0323 hartree
- Structure (SMILES): C=C[C@@H](N)O.CC=O

Structure (ORCA input):
```
! RIJCOSX wB97M-V def2-TZVPD def2/J DEFGRID3
* xyz 0 1
C -1.067 1.033 -0.529
O 0.892 -1.700 -0.117
H -0.618 -2.209 1.107
H -2.312 -0.514 -0.859
N -1.493 -0.098 -1.290
H 1.530 1.875 -2.690
H -0.751 -0.791 -1.312
H 0.691 2.341 -0.450
H 0.111 0.737 -2.981
C 0.632 1.408 -2.322
H 0.443 -0.770 2.812
O -0.852 0.671 0.851
C 0.406 -1.809 0.976
C 0.175 1.653 -1.111
H 1.163 -2.370 2.869
H -0.198 1.268 1.226
H -1.880 1.782 -0.546
H 2.057 -1.041 2.101
C 1.073 -1.468 2.266
*
```

=====

Formula: C5H11NO2
Source: the OMol25 dataset
Level of theory: ωB97M-V with the def2-TZVPD basis set

- HOMO level: -9.443 eV
- Frontier orbital gap: 10.2195 eV
- LUMO energy: 0.0285 hartree
- Structure (SMILES): C=CCO.CNC=O

Structure (ORCA input):
```
! RIJCOSX wB97M-V def2-TZVPD def2/J DEFGRID3
* xyz 0 1
H -2.712 -0.329 0.556
H 0.319 -1.419 -0.557
H -1.261 1.604 3.399
H 1.349 0.350 -2.251
H 3.093 -2.175 -2.097
H -2.463 2.353 1.672
C -1.319 0.952 2.511
H 2.960 -0.996 -3.537
C 1.302 -0.933 -0.495
C 2.663 -1.286 -2.538
H -3.053 1.214 -0.292
O -0.667 -0.069 2.415
H 1.985 -1.655 -0.034
N -2.195 1.388 1.587
H -1.395 0.607 -0.185
H 0.749 0.044 1.099
C 1.779 -0.568 -1.868
C -2.353 0.670 0.335
O 1.217 0.249 0.278
*
```

=====

Formula: C5H11NO2
Source: the OMol25 dataset
Level of theory: ωB97M-V with the def2-TZVPD basis set

- HOMO level: -9.152 eV
- Frontier orbital gap: 9.8355 eV
- LUMO energy: 0.0251 hartree
- Structure (SMILES): CC(=O)NCCCO

Structure (ORCA input):
```
! RIJCOSX wB97M-V def2-TZVPD def2/J DEFGRID3
* xyz 0 1
C -1.480 0.982 -0.406
H 0.078 1.719 0.563
H -1.566 -0.890 -1.444
C 0.825 0.242 -0.784
H 1.731 0.793 -0.963
H 0.657 -1.806 -0.258
H 2.278 -1.117 -0.136
C 0.990 -0.790 1.588
H 1.659 -1.438 2.163
H -0.063 -1.042 1.765
H -3.092 -0.046 -1.361
O 1.204 0.580 1.944
C 1.227 -0.958 0.095
N -0.147 1.198 -0.269
O -2.279 1.450 0.403
H 1.393 0.658 2.882
C -2.028 0.105 -1.495
H 0.472 -0.049 -1.755
H -1.859 0.410 -2.530
*
```

=====

Formula: C5H11NO2
Source: the OMol25 dataset
Level of theory: ωB97M-V with the def2-TZVPD basis set

- HOMO level: -9.754 eV
- Frontier orbital gap: 10.5074 eV
- LUMO energy: 0.0277 hartree
- Structure (SMILES): CNC(=O)C[C@@H](C)O

Structure (ORCA input):
```
! RIJCOSX wB97M-V def2-TZVPD def2/J DEFGRID3
* xyz 0 1
H 1.832 0.865 0.619
H -1.005 -2.506 0.315
H 0.861 0.848 2.089
H -0.596 -0.455 -2.426
H 1.156 -0.589 -0.401
H 0.155 3.051 0.296
O 0.139 -0.960 -2.066
C 0.000 -2.353 -0.090
C -0.876 1.453 -0.209
O -1.674 2.113 -0.855
C 0.149 -0.917 -0.633
N 0.074 2.075 0.536
H 1.808 2.220 1.678
H -1.328 -0.361 0.851
H 0.685 -2.445 0.757
H -1.852 -0.372 -0.726
C 1.173 1.463 1.237
C -0.990 -0.050 -0.137
H 0.287 -3.082 -0.834
*
```

=====

Formula: C5H11NO2
Source: the OMol25 dataset
Level of theory: ωB97M-V with the def2-TZVPD basis set

- HOMO level: -8.970 eV
- Frontier orbital gap: 9.2806 eV
- LUMO energy: 0.0114 hartree

Structure (ORCA input):
```
! RIJCOSX wB97M-V def2-TZVPD def2/J DEFGRID3
* xyz 0 1
H 1.711 0.431 -0.138
H -0.485 1.447 -0.646
O -1.200 -0.556 -2.635
C -0.380 1.016 0.374
C -0.130 -0.871 -1.826
H 1.164 -0.655 1.828
C -0.591 -1.444 -0.469
C 1.192 1.022 0.672
H -1.814 -0.433 1.223
O 1.056 -0.701 -2.080
H 0.318 -1.803 0.032
H 2.248 0.505 2.520
H -0.709 1.848 1.025
H 1.608 2.010 0.771
C -1.259 -0.231 0.282
N 1.365 0.350 1.946
H -0.716 0.218 -1.908
H -1.372 -2.210 -0.476
H -2.005 0.058 -0.494
*
```

=====

Formula: C5H11NO2
Source: the OMol25 dataset
Level of theory: ωB97M-V with the def2-TZVPD basis set

- HOMO level: -9.206 eV
- Frontier orbital gap: 9.8313 eV
- LUMO energy: 0.0230 hartree
- Structure (SMILES): NCCCCC(=O)O

Structure (ORCA input):
```
! RIJCOSX wB97M-V def2-TZVPD def2/J DEFGRID3
* xyz 0 1
H -0.918 -1.010 -2.070
N -1.859 0.091 2.817
C -0.811 -0.620 -0.105
C 0.995 0.014 -1.588
H 0.813 0.496 0.825
H -2.139 -0.723 2.235
H -0.137 1.233 2.941
H -1.060 0.840 -1.645
H -0.749 1.502 0.507
H 2.666 -1.118 -1.778
O 1.658 -1.165 -1.672
C -0.504 0.336 2.398
O 1.542 1.114 -1.697
C -0.468 -0.150 -1.526
C -0.269 0.486 0.892
H 0.173 -0.422 2.631
H -0.354 -1.522 0.273
H -2.625 0.813 2.670
H -1.922 -0.725 0.217
*
```

=====

Formula: C5H11NO2
Source: the OMol25 dataset
Level of theory: ωB97M-V with the def2-TZVPD basis set

- HOMO level: -9.173 eV
- Frontier orbital gap: 9.8981 eV
- LUMO energy: 0.0267 hartree
- Structure (SMILES): CC(=O)N(C)CCO

Structure (ORCA input):
```
! RIJCOSX wB97M-V def2-TZVPD def2/J DEFGRID3
* xyz 0 1
H -3.058 -1.701 -0.299
H -2.451 0.667 1.146
H 2.580 -0.682 -1.832
C -2.097 -0.337 0.834
H -0.982 -1.635 -0.318
H 0.316 1.996 0.777
H -0.010 0.788 2.072
C 0.612 1.012 1.196
C -0.990 -0.492 -0.209
H -1.460 -0.795 1.641
H 2.672 -0.483 -0.080
O 0.470 0.685 -2.209
O -3.188 -1.064 0.611
H 3.245 0.805 -1.432
N 0.357 -0.008 0.086
C 2.466 0.037 -1.081
H 1.602 1.046 1.479
C 1.036 0.448 -1.116
H -1.119 -0.285 -1.265
*
```

=====

Formula: C5H11NO2
Source: the OMol25 dataset
Level of theory: ωB97M-V with the def2-TZVPD basis set

- HOMO level: -9.441 eV
- Frontier orbital gap: 10.3609 eV
- LUMO energy: 0.0338 hartree

Structure (ORCA input):
```
! RIJCOSX wB97M-V def2-TZVPD def2/J DEFGRID3
* xyz 0 1
O 0.751 0.840 -0.354
H -1.247 2.370 0.740
C 1.190 -0.510 -0.259
C -1.314 1.290 0.878
H 1.773 -0.786 -1.152
H -0.787 1.032 1.795
H -0.698 -1.326 0.875
H -1.508 1.853 -1.671
O -0.905 -1.836 -1.100
H -0.908 0.445 -2.318
H 2.913 -0.281 1.006
H 1.410 -0.544 1.887
C -0.509 -0.962 -0.145
N -1.377 0.862 -1.521
H 0.128 -1.308 -1.370
H -2.362 1.008 0.967
H 2.172 -1.900 1.053
C -0.692 0.580 -0.309
C 1.970 -0.829 0.997
*
```

=====

Formula: C5H11NO2
Source: the OMol25 dataset
Level of theory: ωB97M-V with the def2-TZVPD basis set

- HOMO level: -8.701 eV
- Frontier orbital gap: 9.4701 eV
- LUMO energy: 0.0283 hartree

Structure (ORCA input):
```
! RIJCOSX wB97M-V def2-TZVPD def2/J DEFGRID3
* xyz 0 1
C 0.679 0.170 1.280
C 0.481 0.784 -0.113
H 1.559 0.657 1.699
C -0.536 0.396 2.154
O -0.585 1.775 2.501
H 0.875 -0.898 1.185
C -0.301 -1.106 -1.526
H 0.823 -0.931 -1.746
H -1.498 0.458 -0.839
H 0.450 1.871 -0.049
H -0.654 -2.046 -1.120
H 1.426 0.592 -0.644
H -0.109 -0.319 -3.582
C 0.132 -1.188 -2.960
H -0.392 -0.197 3.056
H -1.466 0.104 1.676
N -0.540 0.163 -0.931
O 0.562 -2.208 -3.434
H -0.906 1.921 3.392
*
```

=====

Formula: C5H11NO2
Source: the OMol25 dataset
Level of theory: ωB97M-V with the def2-TZVPD basis set

- HOMO level: -8.505 eV
- Frontier orbital gap: 9.1211 eV
- LUMO energy: 0.0227 hartree

Structure (ORCA input):
```
! RIJCOSX wB97M-V def2-TZVPD def2/J DEFGRID3
* xyz 0 1
C -1.660 0.637 1.457
O 2.013 0.454 -1.564
H -0.993 0.086 2.121
C 0.825 -0.348 -0.484
H 1.817 0.216 -2.480
H 0.265 1.696 -0.209
H -0.332 0.934 -1.786
H -2.684 0.452 1.780
C -1.474 0.180 0.046
H 0.967 -2.247 -0.786
O 0.393 -1.515 -1.047
H -2.147 -0.708 -1.508
H 0.979 -1.012 1.562
H -1.450 1.704 1.548
C -0.007 0.806 -0.759
N -2.400 -0.397 -0.567
H 1.821 0.517 1.210
C 1.564 -0.465 0.824
H 2.503 -0.989 0.643
*
```

=====

Formula: C5H11NO2
Source: the OMol25 dataset
Level of theory: ωB97M-V with the def2-TZVPD basis set

- HOMO level: -9.508 eV
- Frontier orbital gap: 10.3623 eV
- LUMO energy: 0.0314 hartree
- Structure (SMILES): CCC[C@@H](N)C(=O)O

Structure (ORCA input):
```
! RIJCOSX wB97M-V def2-TZVPD def2/J DEFGRID3
* xyz 0 1
H -0.278 0.497 1.293
H -1.384 2.555 0.832
O 0.419 -2.081 1.985
H 1.912 0.161 -1.250
C -1.101 0.980 -0.670
C 0.712 -2.100 0.817
H -2.053 0.690 -1.123
H 0.115 -1.381 -1.079
H 2.003 0.322 0.373
H -0.451 0.944 -1.543
H -1.419 -0.635 0.735
N 1.786 -0.328 -0.373
C -0.598 -0.016 0.387
H -0.097 2.826 -0.301
O 1.293 -3.148 0.227
H 1.521 -3.815 0.903
H -1.758 3.034 -0.851
C 0.486 -0.940 -0.156
C -1.109 2.434 -0.208
*
```

=====

Formula: C5H11NO2
Source: the OMol25 dataset
Level of theory: ωB97M-V with the def2-TZVPD basis set

- HOMO level: -9.228 eV
- Frontier orbital gap: 8.3043 eV
- LUMO energy: -0.0340 hartree

Structure (ORCA input):
```
! RIJCOSX wB97M-V def2-TZVPD def2/J DEFGRID3
* xyz 0 1
H -0.872 1.821 -0.860
C -1.019 0.737 -0.554
C 2.584 -0.573 -0.664
H 3.393 -0.525 -1.403
O -2.373 -1.898 0.205
H 1.641 1.185 -1.184
H 0.622 0.700 0.892
H -1.192 0.298 -1.566
H -1.467 0.183 2.072
O 3.012 -0.511 0.703
C -2.215 0.508 0.297
H 0.099 -0.857 0.207
C 0.305 0.209 -0.039
N 1.428 0.224 -0.936
H -3.532 -0.731 1.377
C -2.734 -0.792 0.615
H 3.035 0.336 1.159
H -2.976 1.288 0.448
H 2.260 -1.601 -0.769
*
```

=====

Let's list ΔE to the lowest compared entry with this formula, charge and spin in order: 611.61 326.28 235.06 219.84 399.47 229.35 404.94 703.51 187.82 150.90 85.48 87.18 407.42 160.83 330.45 399.74 355.03 307.82 44.18 503.54 kJ/mol.